The following is a quantum chemistry calculation of C35H45N4O4P2SSbTi as an isolated structure, from OMol25.

Structure (XYZ):
```
93
Properties=species:S:1:pos:R:3
Ti 0.631 0.166 0.547
N -2.017 -0.580 3.052
C -2.466 -1.706 2.232
C -2.214 -3.074 2.889
C -2.684 -4.315 2.130
C -4.193 -4.407 1.890
N -4.562 -3.778 0.619
C -5.714 -3.986 0.000
N -5.883 -3.537 -1.247
N -6.704 -4.646 0.599
C -1.814 -1.656 0.859
O -2.384 -2.041 -0.139
O -0.567 -1.217 0.827
H -1.210 -0.857 3.601
H -2.739 -0.327 3.718
H -3.536 -1.585 2.047
H -2.702 -3.047 3.867
H -1.140 -3.165 3.081
H -2.389 -5.186 2.714
H -2.168 -4.413 1.171
H -4.733 -3.941 2.723
H -4.491 -5.455 1.841
H -3.904 -3.113 0.212
H -5.093 -3.252 -1.799
H -6.792 -3.521 -1.678
H -6.687 -4.826 1.588
H -7.503 -4.969 0.079
O 2.172 -0.808 -0.192
P 3.710 -0.683 -0.302
C 4.126 1.095 -0.298
P 2.783 2.114 -0.977
O 1.508 1.802 -0.163
C 2.563 1.671 -2.683
C 1.308 1.296 -3.155
C 1.150 0.961 -4.492
C 2.240 1.005 -5.350
C 3.493 1.387 -4.881
C 3.658 1.724 -3.549
C 3.244 3.818 -0.833
C 3.807 4.297 0.355
C 4.118 5.638 0.474
C 3.866 6.505 -0.585
C 3.302 6.035 -1.762
C 2.990 4.691 -1.893
C 4.534 -1.414 1.094
C 4.037 -2.626 1.577
C 4.692 -3.271 2.612
C 5.845 -2.717 3.156
C 6.346 -1.517 2.672
C 5.693 -0.860 1.641
C 4.260 -1.418 -1.819
C 3.332 -1.799 -2.785
C 3.778 -2.353 -3.974
C 5.139 -2.514 -4.198
C 6.064 -2.137 -3.232
C 5.628 -1.596 -2.034
H 5.044 1.270 -0.864
H 4.299 1.415 0.732
H 0.453 1.290 -2.489
H 0.175 0.679 -4.868
H 2.113 0.750 -6.393
H 4.336 1.430 -5.557
H 4.633 2.041 -3.198
H 4.006 3.630 1.186
H 4.561 6.013 1.387
H 4.116 7.553 -0.490
H 3.113 6.714 -2.582
H 2.560 4.325 -2.817
H 3.148 -3.066 1.139
H 4.313 -4.212 2.987
H 6.360 -3.229 3.958
H 7.248 -1.095 3.094
H 6.102 0.070 1.266
H 2.272 -1.675 -2.605
H 3.064 -2.665 -4.725
H 5.484 -2.950 -5.127
H 7.122 -2.281 -3.405
H 6.351 -1.333 -1.270
C -1.538 3.452 -0.933
Sb -1.577 2.001 0.616
C -1.730 3.262 2.315
C -3.577 1.299 0.488
H -2.304 4.204 -0.748
H -1.727 2.983 -1.897
H -0.560 3.931 -0.954
H -2.596 3.909 2.192
H -0.837 3.877 2.411
H -1.855 2.655 3.210
H -4.225 2.117 0.176
H -3.882 0.957 1.475
H -3.657 0.481 -0.225
S 1.490 1.159 3.990
C 1.140 0.755 2.590
```

* net charge: +3
* E: -4050.6899 a.u.
* HOMO (alpha / beta): -15.901 / -15.923 eV
* multiplicity: 2
* ΔE to the lowest compared entry with this formula, charge and spin: 14.6 kcal/mol
* gap between HOMO and LUMO (alpha / beta): 7.458 / 7.432 eV
* lowest unoccupied orbital energy (alpha / beta): -8.443 / -8.491 eV

=====

The following is a quantum chemistry calculation of C24H60HfN4O20S3V2 as an isolated structure in a non-equilibrium geometry, from OMol25.

Structure (XYZ):
```
114
Properties=species:S:1:pos:R:3
V 0.635 3.070 -1.068
V 2.495 -0.869 -3.215
Hf -1.283 -2.662 -0.472
S -0.282 -0.061 -1.451
O 0.152 -0.882 -0.291
O 0.657 -0.126 -2.544
O -1.528 -0.812 -1.712
O -0.501 1.345 -1.110
S 3.501 1.560 -2.352
O 4.833 2.077 -2.244
O 2.423 2.473 -1.900
O 3.144 1.084 -3.696
O 3.408 0.288 -1.571
S 1.174 -3.541 -1.941
O 1.353 -4.716 -2.749
O 0.742 -3.755 -0.535
O 2.300 -2.602 -2.111
O -0.107 -2.921 -2.335
C -3.655 -2.374 -3.104
O -2.628 -3.232 -2.619
C -2.924 -4.585 -2.950
C -1.938 -5.549 -2.341
N -1.806 -5.253 -0.898
C -0.990 -6.228 -0.128
C -1.500 -7.643 -0.110
O -2.690 -7.659 0.688
C -3.185 -8.893 1.216
H -3.798 -2.519 -4.179
H -3.391 -1.320 -3.060
H -4.615 -2.536 -2.611
H -2.991 -4.644 -4.038
H -3.937 -4.843 -2.610
H -0.928 -5.404 -2.730
H -2.220 -6.597 -2.407
H -2.704 -5.353 -0.410
H -0.699 -5.922 0.874
H -0.081 -6.336 -0.734
H -0.756 -8.357 0.253
H -1.912 -7.998 -1.063
H -2.620 -9.093 2.130
H -3.185 -9.752 0.547
H -4.187 -8.618 1.537
C 3.107 2.410 4.407
O 2.926 2.609 3.007
C 2.554 1.447 2.291
C 2.157 1.942 0.881
N 1.450 3.256 0.947
C 0.146 3.187 1.695
C -0.978 4.144 1.256
O -1.158 3.941 -0.166
C -2.415 4.326 -0.671
H 2.297 1.814 4.835
H 3.140 3.347 4.962
H 4.112 1.982 4.481
H 1.615 1.114 2.759
H 3.313 0.668 2.259
H 1.694 1.198 0.238
H 3.092 2.200 0.382
H 2.132 3.665 1.589
H 0.398 3.436 2.731
H -0.238 2.166 1.743
H -0.706 5.192 1.379
H -1.922 3.835 1.705
H -3.185 3.589 -0.405
H -2.489 4.333 -1.757
H -2.773 5.272 -0.263
C -0.494 2.096 -4.186
O -0.302 3.203 -3.317
C 0.462 4.171 -4.044
C 0.722 5.393 -3.179
N 1.293 5.112 -1.846
C 1.044 6.334 -1.020
C 2.003 6.518 0.154
O 1.797 7.820 0.681
C 0.660 7.900 1.520
H -1.217 1.409 -3.749
H 0.409 1.504 -4.354
H -0.833 2.442 -5.165
H -0.089 4.533 -4.914
H 1.417 3.721 -4.327
H -0.227 5.891 -2.962
H 1.256 6.091 -3.829
H 2.299 4.950 -1.876
H -0.020 6.264 -0.764
H 1.034 7.254 -1.612
H 3.003 6.522 -0.282
H 1.900 5.754 0.925
H 0.626 8.884 1.979
H 0.566 7.125 2.286
H -0.244 7.848 0.900
C 3.085 -2.087 4.367
O 2.255 -2.482 3.308
C 1.566 -3.668 3.517
C 0.575 -3.911 2.339
N 0.078 -2.602 1.786
C -0.884 -2.150 2.800
C -1.458 -0.827 2.444
O -2.087 -0.987 1.157
C -2.937 0.084 0.806
H 3.931 -2.761 4.527
H 2.545 -1.905 5.301
H 3.587 -1.146 4.132
H 0.983 -3.675 4.445
H 2.195 -4.562 3.538
H -0.172 -4.668 2.577
H 1.170 -4.400 1.564
H 0.962 -2.086 1.772
H -0.399 -2.046 3.778
H -1.657 -2.886 3.035
H -0.703 -0.038 2.390
H -2.203 -0.494 3.170
H -3.639 0.439 1.566
H -3.507 -0.186 -0.084
H -2.398 0.992 0.508
```

* net charge: +2
* E: -5804.5103 a.u.
* HOMO (alpha / beta): -12.079 / -13.369 eV
* multiplicity: 7
* ΔE to the lowest compared entry with this formula, charge and spin: 23.6 kcal/mol
* gap between HOMO and LUMO (alpha / beta): 5.381 / 6.672 eV
* lowest unoccupied orbital energy (alpha / beta): -6.698 / -6.698 eV

=====

The following is a quantum chemistry calculation of C4H6O2 as an isolated structure in a non-equilibrium geometry, from OMol25.

Structure (XYZ):
```
12
Properties=species:S:1:pos:R:3
C -0.994 -0.960 1.391
C -0.421 -0.686 -0.033
C 1.273 0.387 -0.432
C -0.122 0.782 -0.445
H -1.093 -2.049 1.565
H -0.396 -0.384 2.118
H -2.080 -0.653 1.408
H -1.014 -1.277 -0.825
H 1.840 0.769 0.493
H 1.838 0.552 -1.332
O 1.032 -0.996 -0.077
O -0.721 1.735 -0.713
```

* E: -306.4274 a.u.
* HOMO: -9.841 eV
* ΔE to the lowest compared entry with this formula, charge and spin: 49.5 kcal/mol
* gap between HOMO and LUMO: 10.717 eV
* lowest unoccupied orbital energy: 0.876 eV

=====

The following is a quantum chemistry calculation of C40H35AsF5N5O2PtSTe as an isolated structure in a non-equilibrium geometry, from OMol25.

Structure (XYZ):
```
91
Properties=species:S:1:pos:R:3
Pt 0.625 0.539 -0.960
C 3.660 2.278 -3.442
C 3.012 1.465 -2.499
N 1.773 1.710 -2.116
C 1.103 2.770 -2.643
C 1.667 3.612 -3.605
C 2.996 3.336 -3.999
C 0.871 4.671 -4.113
C -0.408 4.855 -3.656
C -0.952 4.029 -2.656
C -0.200 2.993 -2.134
N -0.606 2.122 -1.133
C -1.362 2.660 -0.100
C -1.033 3.936 0.361
C -1.641 4.494 1.488
C -2.594 3.784 2.170
C -2.988 2.501 1.723
C -4.011 1.774 2.373
C -4.389 0.567 1.866
C -3.755 0.104 0.696
N -2.803 0.746 0.065
C -2.391 1.921 0.579
H 4.676 2.042 -3.721
H 3.489 0.598 -2.061
H 3.476 3.964 -4.739
H 1.285 5.325 -4.870
H -1.016 5.650 -4.064
H -1.965 4.187 -2.311
H -0.228 4.473 -0.122
H -1.338 5.476 1.825
H -3.078 4.205 3.042
H -4.489 2.196 3.248
H -5.173 -0.020 2.323
H -4.068 -0.839 0.261
F 4.546 -0.620 0.275
Te 2.862 -0.846 1.031
F 1.426 -1.097 2.193
F 2.687 1.018 1.285
F 3.081 -2.677 1.028
F 3.834 -0.761 2.624
O 2.139 -0.774 -0.653
S 0.575 2.073 2.915
C 1.897 1.676 3.987
N 1.870 0.531 4.638
C 2.969 0.084 5.503
C 3.657 1.302 6.094
C 4.058 2.265 4.989
N 2.887 2.532 4.142
H 1.159 -0.127 4.353
H 3.657 -0.511 4.902
H 2.548 -0.551 6.279
H 4.538 0.991 6.651
H 2.986 1.806 6.792
H 4.855 1.856 4.367
H 4.393 3.216 5.397
H 2.837 3.383 3.603
O -0.425 -0.864 0.058
As -0.911 -2.196 -0.897
C -2.357 -1.741 -2.069
C -3.548 -2.454 -2.002
C -4.596 -2.129 -2.853
C -4.453 -1.096 -3.766
C -3.260 -0.385 -3.834
C -2.213 -0.704 -2.988
C 0.481 -2.969 -1.949
C 0.576 -2.724 -3.315
C 1.606 -3.306 -4.039
C 2.526 -4.128 -3.402
C 2.419 -4.381 -2.041
C 1.393 -3.804 -1.311
C -1.473 -3.504 0.362
C -1.786 -4.791 -0.068
C -2.191 -5.735 0.861
C -2.272 -5.395 2.206
C -1.948 -4.113 2.629
C -1.545 -3.158 1.706
H -3.669 -3.264 -1.292
H -5.522 -2.687 -2.803
H -5.269 -0.845 -4.430
H -3.149 0.419 -4.550
H -1.292 -0.134 -3.034
H -0.151 -2.104 -3.823
H 1.681 -3.130 -5.104
H 3.324 -4.585 -3.972
H 3.130 -5.031 -1.549
H 1.307 -4.007 -0.250
H -1.705 -5.061 -1.115
H -2.438 -6.738 0.539
H -2.585 -6.137 2.928
H -2.007 -3.860 3.679
H -1.283 -2.154 2.017
```

* net charge: +2
* E: -5489.6755 a.u.
* HOMO (alpha / beta): -12.259 / -12.199 eV
* ΔE to the lowest compared entry with this formula, charge and spin: 45.0 kcal/mol
* gap between HOMO and LUMO (alpha / beta): 3.552 / 3.462 eV
* lowest unoccupied orbital energy (alpha / beta): -8.707 / -8.737 eV

=====

The following is a quantum chemistry calculation of a 2-piece molecular cluster, C2H3ClFNO2 overall in a non-equilibrium geometry, from OMol25.

Structure (XYZ):
```
10
Properties=species:S:1:pos:R:3
C -0.885 0.234 2.022
C 0.187 -0.423 1.608
N -0.147 0.142 -2.368
O -0.656 1.160 -2.092
O 0.987 0.238 -3.183
F 0.181 -1.354 0.571
Cl 1.764 -0.240 2.402
H 1.236 -0.686 -3.300
H -0.774 0.967 2.690
H -1.893 -0.039 1.651
```

* E: -843.0765 a.u.
* HOMO (alpha / beta): -7.932 / -10.067 eV
* multiplicity: 3
* ΔE to the lowest compared entry with this formula, charge and spin: 20.1 kcal/mol
* gap between HOMO and LUMO (alpha / beta): 8.738 / 7.981 eV
* lowest unoccupied orbital energy (alpha / beta): 0.807 / -2.085 eV